This record from OMol25 describes a molecular structure, C23H41LuNO2P2 at a distorted geometry. The level of theory is ωB97M-V with the def2-TZVPD basis set.

Calculated values
E_HOMO (spin up / spin down)   -7.8 / -7.8 eV
Molecular weight   600.5 u
LUMO energy (spin up / spin down)   -0.1478 / -0.1476 Ha
Net charge   +1
Energy above the lowest of the compared OMol25 structures with the same formula, charge and spin   0.0 kcal per mole
Gap between HOMO and LUMO (spin up / spin down)   3.73 / 3.76 eV
E   -82285.409 eV

Positions of all 70 atoms, in Å:
1 Lu 2.0176 -0.6622 0.6042
2 C 0.5076 -0.4064 2.7174
3 C 0.5918 -1.8173 2.4711
4 C 2.6885 -1.0816 3.1134
5 C 1.7995 0.0351 3.1491
6 C 1.9424 -2.2277 2.6931
7 C -0.7157 0.4371 2.6503
8 H -1.4605 0.0320 1.9505
9 H -0.4785 1.4634 2.3316
10 H -1.2078 0.5123 3.6344
11 C 2.1695 1.4115 3.5535
12 H 1.2812 1.9903 3.8280
13 H 2.6809 1.9417 2.7350
14 H 2.8530 1.3919 4.4127
15 C 4.1382 -1.0286 3.4356
16 H 4.3040 -0.5008 4.3846
17 H 4.7119 -0.4909 2.6621
18 H 4.5573 -2.0360 3.5211
19 C 2.4606 -3.6117 2.5325
20 H 1.7554 -4.3402 2.9541
21 H 3.4201 -3.7261 3.0489
22 H 2.6201 -3.8922 1.4781
23 C -0.5237 -2.7225 2.0909
24 H -0.5033 -3.6340 2.7051
25 H -0.4641 -3.0479 1.0381
26 H -1.4936 -2.2343 2.2367
27 C -4.9932 2.7653 -1.0455
28 C -4.9869 2.6861 -2.3814
29 C -3.9968 1.8878 -3.1858
30 C -2.5234 2.0383 -2.7391
31 C -1.9265 0.7080 -2.2280
32 C -2.6186 0.0848 -1.1132
33 C -3.8970 0.4720 -0.5610
34 C -4.0904 1.9719 -0.1401
35 H -4.0571 2.2422 -4.2266
36 H -2.4155 2.8192 -1.9759
37 H -4.2596 0.8192 -3.2087
38 H -3.1055 2.4550 -0.0236
39 H -5.6823 3.4390 -0.5245
40 H -5.7307 3.2204 -2.9831
41 H -4.5416 1.9705 0.8648
42 H -4.7200 0.1642 -1.2249
43 H -2.2047 -0.8635 -0.7632
44 H -4.0281 -0.1216 0.3627
45 H -1.9434 2.3902 -3.6091
46 H -1.8579 -0.0012 -3.0820
47 P -0.1245 0.9453 -1.7870
48 C 0.0752 2.4661 -0.8574
49 C 0.7021 1.1175 -3.3833
50 P 1.1584 -2.2132 -0.9570
51 C 0.6279 -0.3743 -0.9759
52 C 0.5125 -2.8843 -2.5113
53 C 3.0100 -2.0556 -1.2303
54 H -0.6737 2.5489 -0.0559
55 H -0.0399 3.3203 -1.5410
56 H 1.0818 2.5064 -0.4138
57 H 0.6685 2.1696 -3.6957
58 H 0.2026 0.4980 -4.1418
59 H 1.7506 0.8069 -3.3043
60 H 3.1159 -2.0819 -2.3240
61 H 3.4913 -2.9441 -0.7906
62 H 3.5659 -1.1377 -0.8753
63 H 0.1389 -0.2446 0.0797
64 H 1.6794 0.1206 -1.1503
65 H 0.2217 -3.9313 -2.3382
66 H 1.2856 -2.8556 -3.2913
67 H -0.3722 -2.3268 -2.8472
68 O 4.9866 1.4572 -0.1242
69 N 3.9892 0.7906 -0.0458
70 O 2.8733 1.3997 0.4181

Here are the Mulliken charges for atoms 1 to 8, given in e: atom 1 (Lu): 0.266, atom 2 (C): 0.467, atom 3 (C): 1.145, atom 4 (C): 0.349, atom 5 (C): 0.346, atom 6 (C): 0.308, atom 7 (C): -1.194, atom 8 (H): 0.048